## w
{
  "formula": "C2H3NO2",
  "method": "ωB97M-V/def2-TZVPD",
  "e_homo_ev": -9.99,
  "homo_lumo_gap_ha": 0.398,
  "species": ["C", "C", "H", "H", "H", "N", "O", "O"],
  "xyz": [[0.8973, -0.0569, 0.0655], [-1.1325, -0.2219, -0.1522], [1.2360, -0.3096, 1.1252], [1.8643, 0.0457, -0.5293], [-2.1282, -0.8151, 0.2576], [-1.1111, 1.0558, -0.0598], [-0.0526, -0.9310, -0.3901], [0.4269, 1.2332, -0.3169]]
}

***

## x
{
  "formula": "C2H3NO2",
  "method": "ωB97M-V/def2-TZVPD",
  "e_homo_ev": [-10.55, -8.18],
  "homo_lumo_gap_ha": [0.343, 0.280],
  "species": ["C", "C", "N", "O", "O", "H", "H", "H"],
  "xyz": [[-0.6143, 1.0612, 0.0634], [-0.0245, -1.2377, -0.7991], [-0.4391, -0.1524, -0.1341], [1.9126, -0.4319, 0.6851], [-0.8349, -1.4787, 0.2784], [-1.2368, 1.5189, 0.7722], [-0.0554, 1.6519, -0.5258], [1.2924, -0.9313, -0.3401]]
}

***

## y
{
  "formula": "C2H3NO2",
  "method": "ωB97M-V/def2-TZVPD",
  "smiles": "C=NOC=O",
  "e_homo_ev": -10.48,
  "homo_lumo_gap_ha": 0.411,
  "species": ["C", "N", "O", "C", "O", "H", "H", "H"],
  "xyz": [[-1.4478, 0.2153, -0.7877], [-0.3063, 0.5385, -0.2545], [0.4092, -0.5756, -0.1014], [1.4446, -0.1438, 0.7870], [1.6942, 0.9792, 1.1305], [-2.3876, 0.9045, -0.6472], [-1.3319, -0.8053, -0.9811], [1.9256, -1.1128, 0.8545]]
}

***

The calculated energies rank the structures as follows, beginning with the most stable: y, w, x.

***

## w
{
  "formula": "C2H3NO2",
  "method": "ωB97M-V/def2-TZVPD",
  "e_homo_ev": -9.28,
  "homo_lumo_gap_ha": 0.312,
  "species": ["C", "C", "N", "O", "O", "H", "H", "H"],
  "xyz": [[-2.6497, 0.0376, 0.0989], [-1.4397, -0.0630, -0.6136], [-3.8046, 0.1187, 0.2659], [2.4232, 0.2552, 0.0530], [-0.3547, -0.4055, 0.0010], [3.1154, 0.8695, -0.0216], [2.4539, -0.1857, 0.9274], [0.2561, -0.6268, -0.7110]]
}

***

## x
{
  "formula": "C2H3NO2",
  "method": "ωB97M-V/def2-TZVPD",
  "e_homo_ev": -8.08,
  "homo_lumo_gap_ha": 0.293,
  "species": ["C", "C", "N", "O", "O", "H", "H", "H"],
  "xyz": [[-0.9728, -0.5356, 0.1271], [-0.2660, 0.8106, -0.0013], [0.4170, -0.2661, -0.0362], [2.4173, 0.4487, 0.0896], [1.6617, -0.6487, 0.0204], [-1.4674, -0.7302, 1.0065], [-1.5629, -0.8775, -0.7912], [-0.2268, 1.7988, -0.4149]]
}

***

The calculated energies rank the structures as follows, beginning with the most stable: w, x.

***

## w
{
  "formula": "C4H10N2O",
  "method": "ωB97M-V/def2-TZVPD",
  "e_homo_ev": [1.40, -4.35],
  "charge": -1,
  "homo_lumo_gap_ha": [0.109, 0.311],
  "spin_multiplicity": 2,
  "species": ["O", "C", "N", "C", "N", "C", "C", "H", "H", "H", "H", "H", "H", "H", "H", "H", "H"],
  "xyz": [[-0.4628, 2.1824, 1.4504], [-0.3371, 1.2058, 0.6730], [0.9146, 0.7401, 0.0832], [1.1810, -0.2539, -0.8673], [1.7152, 0.2938, -2.1044], [-1.3953, 0.0713, 0.4422], [-1.4308, -1.1854, 1.3538], [1.7975, 1.2553, 0.4347], [1.8742, -1.0090, -0.4812], [0.3320, -0.7616, -1.2708], [2.6226, 0.6721, -2.0646], [1.0564, 1.0188, -2.4251], [-1.3824, -0.2277, -0.6690], [-2.4270, 0.5249, 0.4085], [-1.2715, -0.8963, 2.4417], [-2.3196, -1.7399, 1.3054], [-0.4671, -1.8907, 1.2895]]
}

***

## x
{
  "formula": "C4H10N2O",
  "method": "ωB97M-V/def2-TZVPD",
  "e_homo_ev": [0.70, -4.27],
  "charge": -1,
  "homo_lumo_gap_ha": [0.141, 0.313],
  "spin_multiplicity": 2,
  "species": ["N", "C", "C", "C", "N", "C", "O", "H", "H", "H", "H", "H", "H", "H", "H", "H", "H"],
  "xyz": [[-0.1892, 1.7034, -0.4622], [0.5623, 0.6871, 0.3298], [2.0423, 0.8892, 0.1097], [0.1607, -0.7056, -0.0578], [-1.1552, -1.1391, 0.2875], [-2.3066, -0.2678, 0.1832], [0.9884, -1.5251, -0.5217], [-0.0293, 2.6266, -0.0543], [-0.0854, 1.6815, -1.4651], [0.2124, 0.9446, 1.3511], [2.1850, 1.0482, -0.9562], [2.6517, 0.0527, 0.4691], [2.4400, 1.7636, 0.6224], [-1.1338, -1.5279, 1.2421], [-2.2654, 0.5574, 0.8926], [-2.3103, 0.2198, -0.7913], [-3.1932, -0.8760, 0.3956]]
}

***

The calculated energies rank the structures as follows, beginning with the most stable: x, w.